(1)
{"formula": "C9H12ClN3SScTe4", "method": "wB97M-V/def2-TZVPD", "symbols": ["Sc", "Te", "Te", "Te", "Te", "C", "N", "C", "C", "N", "C", "S", "H", "H", "H", "H", "H", "H", "H", "H", "Cl", "C", "C", "C", "C", "N", "C", "H", "H", "H", "H"], "positions_angstrom": [[8.276, 7.555, 5.528], [6.398, 5.433, 5.126], [8.908, 4.856, 4.704], [10.315, 7.058, 3.112], [11.140, 8.230, 5.362], [4.746, 7.711, 7.817], [5.789, 6.748, 8.224], [5.425, 5.508, 8.857], [6.691, 4.888, 9.202], [7.773, 5.908, 8.933], [7.162, 6.983, 8.333], [8.027, 8.484, 8.022], [4.030, 7.159, 7.212], [5.172, 8.506, 7.181], [4.376, 8.265, 8.711], [4.767, 4.914, 8.216], [4.932, 5.652, 9.861], [6.889, 4.010, 8.529], [6.820, 4.615, 10.217], [8.771, 5.778, 8.976], [9.019, 12.546, 5.244], [7.851, 11.322, 5.135], [6.501, 11.580, 5.379], [5.588, 10.486, 5.230], [5.988, 9.253, 4.692], [7.321, 9.073, 4.501], [8.254, 10.085, 4.632], [6.253, 12.623, 5.699], [4.516, 10.632, 5.429], [5.253, 8.512, 4.354], [9.263, 9.870, 4.220]], "nbo_charge": [0.74, -0.27, 0.12, 0.11, -0.23, -0.42, -0.40, -0.24, -0.22, -0.56, 0.36, -0.19, 0.22, 0.23, 0.23, 0.23, 0.21, 0.22, 0.23, 0.45, 0.10, -0.08, -0.13, -0.22, 0.05, -0.60, 0.00, 0.27, 0.25, 0.25, 0.29], "charge": 1, "lumo_ev": -4.645, "orbital_gap_ev": 5.514, "de_lowest_kj_mol": 91.7, "homo_ev": -10.16}

---

(2)
{"formula": "C4H34N2O13", "method": "wB97M-V/def2-TZVPD", "symbols": ["C", "N", "C", "O", "C", "C", "N", "H", "H", "H", "H", "H", "H", "H", "H", "H", "H", "H", "H", "O", "H", "H", "O", "H", "H", "O", "H", "H", "O", "H", "H", "O", "H", "H", "O", "H", "H", "O", "H", "H", "O", "H", "H", "O", "H", "H", "O", "H", "H", "O", "H", "H", "O"], "positions_angstrom": [[0.764, -0.078, 1.889], [0.437, -0.965, 2.984], [0.477, -0.564, 4.242], [0.916, 0.494, 4.651], [-0.396, -0.163, 0.925], [-1.010, 1.231, 0.648], [-0.113, -0.906, -0.383], [1.730, -0.297, 1.474], [0.854, 0.956, 2.276], [0.113, -1.870, 2.673], [0.249, -1.295, 5.047], [-1.120, -0.862, 1.435], [-1.743, 1.363, -0.254], [-1.798, 1.425, 1.402], [-0.168, 1.987, 0.688], [0.847, -0.609, -0.671], [-0.664, -0.689, -1.172], [-2.556, -1.973, 3.658], [-1.991, -2.745, 2.524], [-1.701, -2.351, 3.373], [0.101, 0.887, -4.354], [-1.106, 1.109, -3.459], [-0.877, 0.981, -4.352], [-1.277, -2.106, -3.885], [0.180, -1.937, -4.340], [-0.490, -2.581, -4.282], [1.317, 0.344, -2.926], [2.557, -0.223, -2.020], [1.839, -0.392, -2.643], [-3.227, -2.041, -0.884], [-2.645, -1.073, -1.937], [-2.521, -1.980, -1.558], [-3.383, 3.833, -1.057], [-2.046, 3.377, -0.671], [-2.783, 3.106, -1.265], [1.078, 2.655, -1.603], [0.880, 3.209, -3.057], [0.763, 2.463, -2.512], [3.850, 2.804, -1.934], [4.417, 1.946, -0.703], [3.698, 2.182, -1.243], [3.533, 1.057, 1.026], [3.199, 2.491, 1.395], [3.926, 1.880, 1.352], [-0.142, 2.468, 3.798], [-0.307, 3.883, 3.226], [-0.104, 2.980, 2.975], [-1.008, -4.351, 1.347], [-1.636, -3.464, 0.197], [-1.808, -3.914, 1.030], [-0.119, -4.402, -1.457], [0.711, -3.222, -0.941], [0.302, -4.060, -0.671]], "nbo_charge": [-0.26, -0.59, 0.53, -0.67, -0.07, -0.66, -0.86, 0.18, 0.25, 0.43, 0.13, 0.20, 0.22, 0.23, 0.21, 0.35, 0.36, 0.47, 0.50, -0.98, 0.46, 0.47, -0.93, 0.47, 0.47, -0.94, 0.49, 0.49, -0.98, 0.48, 0.47, -0.95, 0.47, 0.47, -0.93, 0.49, 0.48, -0.97, 0.48, 0.50, -0.99, 0.46, 0.48, -0.94, 0.50, 0.47, -0.97, 0.50, 0.51, -0.99, 0.48, 0.49, -0.97], "charge": 0, "lumo_ev": -0.214, "orbital_gap_ev": 8.908, "de_lowest_kj_mol": 449.0, "homo_ev": -9.12}

---

(3)
{"formula": "C11H9BrCl3N2O6Rh", "method": "wB97M-V/def2-TZVPD", "symbols": ["Rh", "N", "C", "C", "O", "O", "H", "H", "H", "H", "Cl", "C", "Cl", "Cl", "C", "O", "O", "Br", "C", "C", "N", "C", "C", "C", "C", "O", "O", "H", "H", "H", "C", "H", "H"], "positions_angstrom": [[0.561, 0.894, 0.227], [-1.365, 1.949, 0.564], [-1.679, 2.907, -0.499], [-0.412, 3.429, -1.186], [-0.498, 4.500, -1.788], [0.620, 2.684, -1.077], [-2.035, 1.199, 0.680], [-1.204, 2.390, 1.461], [-2.269, 3.754, -0.150], [-2.253, 2.386, -1.267], [4.501, 0.944, 3.883], [3.228, 1.952, 3.303], [2.307, 2.748, 4.519], [4.618, 3.852, 2.327], [2.529, 1.563, 2.107], [3.168, 0.735, 1.316], [1.375, 1.967, 1.838], [-1.458, -4.921, -4.184], [-1.640, -4.186, -2.419], [-2.360, -4.930, -1.485], [-2.517, -4.459, -0.204], [-1.982, -3.304, 0.099], [-1.239, -2.479, -0.796], [-1.068, -2.978, -2.136], [-0.721, -1.231, -0.380], [-0.844, -0.773, 0.832], [-0.070, -0.459, -1.208], [-2.806, -5.881, -1.737], [-2.118, -2.952, 1.117], [-0.512, -2.410, -2.866], [2.506, 0.485, 0.033], [2.717, -0.549, -0.224], [2.921, 1.174, -0.703]], "nbo_charge": [1.28, -0.82, -0.34, 0.76, -0.71, -0.75, 0.41, 0.39, 0.19, 0.21, 0.03, -0.14, 0.03, -0.67, 0.69, -0.48, -0.66, -0.05, -0.09, -0.18, -0.47, 0.07, -0.31, -0.26, 0.68, -0.77, -0.73, 0.17, 0.19, 0.23, -0.28, 0.19, 0.20], "charge": -2, "spin_multiplicity": 5, "lumo_ev": [4.186, 3.863], "orbital_gap_ev": [4.084, 7.331], "s_squared": 6.04, "homo_ev": [0.10, -3.47]}